Record 1
The following is a quantum chemistry calculation of a cluster of 2 separate species, C6H18NOSi in total at a distorted geometry, from the Open Molecules 2025 dataset.

CARTESIAN COORDINATES (ANGSTROEM)
C (2.2440, -1.3444, -0.9119)
C (-2.5036, -0.7411, 0.9477)
C (-2.0047, 0.3362, -2.0493)
C (-1.9456, 2.3619, 0.3390)
C (0.7113, -0.9819, -0.8210)
C (0.2828, 0.1267, 0.0009)
N (3.3452, -0.0609, 1.9191)
O (1.0290, 0.6795, 0.8469)
Si (-1.6423, 0.5587, -0.2304)
H (2.2861, -2.2407, -1.5000)
H (2.7830, -0.4732, -1.2898)
H (2.5858, -1.6752, 0.1191)
H (-3.5228, -0.3881, 1.0181)
H (-2.4208, -1.8247, 0.8306)
H (-2.0929, -0.5231, 1.9177)
H (-2.0763, -0.7323, -2.2803)
H (-3.0052, 0.6092, -2.3558)
H (-1.3550, 0.9160, -2.7330)
H (-2.3871, 2.2208, 1.2792)
H (-0.9822, 2.9158, 0.3284)
H (-2.6285, 2.8253, -0.3180)
H (0.0329, -1.7744, -0.5147)
H (0.4190, -0.7162, -1.9228)
H (3.5621, 0.4965, 2.7667)
H (4.0525, 0.1824, 1.2338)
H (3.2402, -1.0535, 2.2058)
H (1.9930, 0.3009, 1.1743)

Forces on the atoms, in the same order (eV/Å):
C -1.7 -0.3 2.5
C 0.9 1.1 -0.7
C 0.0 -0.4 -0.3
C 2.1 -1.7 -1.0
C 1.6 0.1 -2.8
C -0.5 0.5 0.1
N -1.0 0.5 0.9
O -0.2 0.2 0.4
Si -0.5 0.3 0.4
H 0.5 -0.1 -0.7
H 0.2 -0.5 0.0
H -0.1 0.6 -1.3
H -0.5 -0.3 -0.1
H -0.1 0.3 -0.5
H 0.3 0.1 0.7
H 0.8 0.0 -0.2
H -0.5 0.6 0.4
H 0.0 -0.6 0.4
H -0.4 0.5 1.6
H -0.7 -0.2 0.4
H -0.8 0.6 -0.8
H 0.0 -0.6 -0.2
H 0.0 -0.5 1.9
H -0.4 -0.5 -0.7
H 0.2 -0.8 0.1
H 0.8 1.0 -0.6
H 0.1 0.1 0.0

The maximum force is 3.175 eV Å⁻¹. The total charge is +1. Its relative energy (zero: lowest compared OMol25 entry of this formula, charge and spin) is 55.9 kcal per mole. The LUMO energy comes out at -0.1425 hartree. Its electronic energy is -658.6527 hartree.

Record 2
The following is a quantum chemistry calculation of a cluster of 2 separate species, C30H37ClNO3S in total at a distorted geometry, from the Open Molecules 2025 dataset.

CARTESIAN COORDINATES (ANGSTROEM)
C (1.0693, -6.6593, 0.7996)
N (0.8645, -5.6698, -0.2368)
C (1.0605, -6.1494, -1.5903)
C (0.4697, -4.3897, 0.0254)
C (-0.2316, -3.6444, -0.9608)
C (-0.5713, -2.3264, -0.7331)
C (-0.1364, -1.6334, 0.4443)
C (-0.2986, -0.2283, 0.6319)
C (-0.3893, 0.7173, -0.4183)
C (-0.7976, 2.0690, -0.1494)
C (-0.8942, 3.0193, -1.1285)
C (-1.2751, 4.4936, -0.8743)
C (-0.0860, 5.3911, -1.2460)
C (-1.6323, 4.7475, 0.5866)
C (-2.4859, 4.8737, -1.7373)
C (-0.5967, 2.6337, -2.5164)
O (-0.7209, 3.4680, -3.4499)
C (-0.1374, 1.2724, -2.8050)
C (0.2375, 0.9181, -4.2583)
C (-0.9383, 1.2158, -5.1987)
C (0.6013, -0.5577, -4.4113)
C (1.4495, 1.7658, -4.6672)
C (-0.0011, 0.4005, -1.7623)
C (0.4893, -2.4224, 1.4535)
C (0.7676, -3.7614, 1.2688)
H (0.6655, -6.3041, 1.7524)
H (0.5561, -7.5909, 0.5184)
H (2.1391, -6.8863, 0.9212)
H (1.1933, -5.3075, -2.2780)
H (1.9593, -6.7799, -1.6227)
H (0.2049, -6.7538, -1.9284)
H (-0.5156, -4.1285, -1.8974)
H (-1.1771, -1.8077, -1.4769)
H (-0.4162, 0.1327, 1.6523)
H (-1.0371, 2.3206, 0.8888)
H (0.1772, 5.2461, -2.2974)
H (-0.3458, 6.4439, -1.0884)
H (0.7797, 5.1385, -0.6221)
H (-2.4984, 4.1460, 0.8866)
H (-0.7858, 4.5235, 1.2459)
H (-1.8927, 5.8058, 0.7169)
H (-3.3427, 4.2465, -1.4653)
H (-2.7442, 5.9272, -1.5829)
H (-2.2433, 4.7126, -2.7915)
H (-1.2083, 2.2730, -5.1238)
H (-0.6559, 0.9854, -6.2324)
H (-1.8020, 0.6020, -4.9164)
H (1.4693, -0.8227, -3.7954)
H (-0.2474, -1.2008, -4.1438)
H (0.8602, -0.7602, -5.4587)
H (2.2926, 1.5494, -3.9995)
H (1.7398, 1.5369, -5.6986)
H (1.1987, 2.8280, -4.5929)
H (0.4365, -0.5789, -1.9542)
H (0.7961, -1.9289, 2.3752)
H (1.2766, -4.3304, 2.0487)
Cl (3.5161, 1.9754, 2.8420)
C (2.3430, 0.9705, 3.4272)
S (2.4741, 0.3015, 5.0111)
C (0.7705, -0.2300, 5.3241)
C (-0.1308, 0.6665, 5.8918)
C (-1.4767, 0.3015, 5.9918)
C (-1.9119, -0.9382, 5.5153)
C (-0.9926, -1.8250, 4.9483)
C (0.3609, -1.4827, 4.8751)
O (3.2435, -0.9245, 5.0013)
O (2.7487, 1.3185, 5.9977)
H (1.5552, 0.6334, 2.7711)
H (0.2213, 1.6332, 6.2506)
H (-2.1815, 0.9995, 6.4408)
H (-2.9668, -1.2119, 5.5807)
H (-1.3160, -2.7896, 4.5586)
H (1.0943, -2.1788, 4.4666)

Forces on the atoms, in the same order (eV/Å):
C 0.2 0.1 0.0
N 0.1 -0.6 -0.1
C -0.2 0.1 0.1
C -0.1 0.9 0.2
C 0.2 -0.2 0.4
C 0.5 0.5 0.6
C 0.1 -1.7 -0.3
C -0.7 1.9 -1.7
C 0.4 -1.3 1.7
C -0.1 1.0 -0.1
C 0.0 -0.2 0.7
C 0.0 -0.3 -0.1
C 0.2 -0.2 -0.1
C 0.0 -0.1 0.1
C 0.0 -0.1 -0.2
C -0.3 1.1 -1.2
O 0.4 -1.0 1.1
C 0.2 -0.8 0.4
C 0.1 0.1 0.3
C -0.1 0.2 0.1
C 0.1 -0.1 0.0
C 0.0 0.1 0.1
C 0.0 0.1 -1.2
C -0.3 0.5 -0.5
C -0.2 -0.3 -0.5
H 0.1 -0.2 -0.2
H 0.1 0.2 0.1
H -0.2 0.0 0.1
H 0.1 -0.2 0.2
H -0.1 0.1 0.0
H 0.1 0.0 -0.1
H -0.1 0.2 0.4
H 0.2 -0.1 0.3
H 0.1 0.0 -0.1
H 0.1 -0.1 -0.4
H 0.0 0.1 0.2
H 0.0 -0.1 0.0
H -0.1 0.1 -0.1
H 0.1 0.1 0.1
H -0.2 0.0 0.0
H 0.0 -0.2 0.0
H 0.0 0.1 -0.1
H 0.0 -0.1 0.1
H -0.3 0.2 0.3
H 0.0 -0.3 -0.1
H 0.0 -0.1 0.1
H 0.0 0.1 -0.1
H -0.1 -0.1 -0.1
H 0.2 0.0 0.0
H 0.0 0.0 0.2
H -0.1 0.1 -0.2
H 0.0 0.0 0.1
H 0.1 -0.2 -0.1
H -0.1 0.4 0.1
H 0.0 -0.1 -0.3
H -0.1 0.3 -0.2
Cl 1.8 1.6 -0.8
C -2.3 -1.7 2.1
S -1.3 0.6 -2.8
C 0.3 0.1 -0.5
C -0.4 -0.3 0.0
C 0.3 0.0 0.1
C 0.2 0.0 -0.1
C 0.0 0.1 0.1
C -0.3 0.1 0.1
O 0.6 -0.6 1.0
O 0.7 0.1 0.7
H 0.1 -0.2 0.1
H 0.0 -0.2 -0.2
H 0.1 -0.2 -0.1
H 0.3 0.1 0.0
H 0.0 0.2 0.1
H -0.1 0.3 0.2

The maximum force is 3.592 eV Å⁻¹. The total charge is -1. Its relative energy (zero: lowest compared OMol25 entry of this formula, charge and spin) is 0.0 kcal per mole. The LUMO energy comes out at 0.0437 hartree. Its electronic energy is -2304.1658 hartree.

Q: Which value of electronic energy does entry 1 give?
A: -658.6527 hartree